This record from OMol25 describes a gas-phase ion, C5H10NOS (charge +1). The level of theory is wB97M-V/def2-TZVPD.

The value obtained for the relative energy (zero: lowest compared OMol25 entry of this formula, charge and spin) is 20.6 kcal/mol. For the HOMO-LUMO gap, the calculation gives 0.33226 hartree. The calculation puts the energy at -19712.027 eV. Its charge is +1.

Each line ends with the Löwdin charge.
CARTESIAN COORDINATES (ANGSTROEM)
1 C 0.57235 0.33728 0.57436  -0.452
2 C -0.08029 -0.75850 0.18908  -0.409
3 C -2.44638 0.44620 -0.32024  -0.523
4 C 2.06153 0.40678 0.23305  0.040
5 C 0.54304 -2.14307 -0.08131  -0.042
6 N -1.81592 1.18967 -1.16873  0.141
7 O -0.02750 1.29614 1.21212  0.075
8 S -1.92814 -0.84300 0.50523  1.154
9 H -3.52398 0.65158 -0.34873  0.120
10 H 2.11263 0.62360 -0.81031  0.105
11 H 2.55817 -0.40598 0.59336  0.060
12 H 2.43526 1.30938 0.62251  0.080
13 H 0.33439 -2.42807 -1.10221  0.094
14 H 0.24703 -2.82211 0.66314  0.072
15 H 1.54447 -1.89991 0.14823  0.050
16 H -2.36413 1.99642 -1.48345  0.158
17 H -0.80393 1.14312 -1.12377  0.110
18 H 0.58139 1.90049 1.69765  0.167

Cartesian forces, eV/Å:
C 2.102 -2.141 -0.615
C -2.306 -1.556 0.471
C -2.174 0.374 -1.341
C -2.902 2.449 -0.259
C -0.768 2.967 -0.749
N 0.074 1.184 0.417
O -0.629 2.616 1.288
S 2.071 -0.999 1.089
H 0.224 -0.361 0.575
H 0.422 -0.700 -0.985
H 1.655 -2.022 0.558
H 0.791 1.046 1.079
H 0.331 -0.572 -0.057
H -0.781 -1.096 0.707
H 1.393 -0.673 -0.511
H 1.012 -0.305 -0.305
H -0.050 0.380 -0.644
H -0.465 -0.591 -0.719